12
Properties=species:S:1:pos:R:3:forces:R:3:lowdin_charge:R:1 method="wB97M-V/def2-TZVPD" charge=0 gap_ev=10.83 smiles=C#CC(C)C#C e_above_lowest_kj_mol=388.3 energy_ev=-6315.176 mol_weight_g_mol=78.1
C 1.20557 0.56569 0.75854 0.1 0.1 0.0 -0.061
C 0.04435 -0.19547 0.11222 0.0 -0.5 0.2 -0.414
C -1.30467 0.16623 0.56989 -0.5 0.0 0.2 -0.108
C -2.39270 0.17496 1.08174 0.4 -0.1 -0.1 0.117
C 0.19588 -0.34146 -1.34030 0.1 -0.1 -0.5 -0.110
C 0.40147 -0.59011 -2.49932 -0.1 0.2 0.4 0.124
H 1.27530 1.59512 0.40454 -0.1 -0.1 0.0 0.084
H 1.09280 0.55983 1.84632 0.0 0.1 -0.2 0.083
H 2.12854 0.03717 0.50481 -0.1 0.2 0.0 0.083
H 0.10530 -1.21633 0.51433 0.2 0.0 -0.2 0.150
H -3.32568 0.04241 1.57837 0.0 0.3 -0.1 0.026
H 0.57384 -0.79803 -3.53113 0.0 0.1 0.1 0.026



12
Properties=species:S:1:pos:R:3:forces:R:3:lowdin_charge:R:1 method="wB97M-V/def2-TZVPD" charge=0 gap_ev=10.09 smiles=C#CC#CCC e_above_lowest_kj_mol=435.1 energy_ev=-6314.690 mol_weight_g_mol=78.1
C 1.84523 0.14363 0.10239 0.2 0.0 0.1 -0.107
C 0.81970 0.32860 -1.02299 0.1 -0.1 -0.1 -0.247
C -0.31227 -0.49507 -0.63880 -0.2 -0.5 0.3 -0.039
C -1.12344 -1.09468 0.02968 0.3 0.5 -0.4 -0.056
C -2.27837 -1.00465 0.78332 -0.6 0.8 -0.1 -0.150
C -3.20318 -0.33675 1.17414 0.2 -0.4 -0.2 0.109
H 2.81568 0.57302 -0.14881 0.0 0.0 0.0 0.069
H 1.47024 0.60120 1.02425 0.1 -0.1 -0.2 0.083
H 1.95703 -0.92655 0.29680 0.2 0.2 0.0 0.078
H 1.20833 0.04888 -2.00490 0.1 0.0 0.1 0.108
H 0.49265 1.37725 -1.09043 0.0 -0.3 0.0 0.120
H -3.92532 0.43405 1.27155 -0.4 -0.2 0.5 0.032



12
Properties=species:S:1:pos:R:3:forces:R:3:lowdin_charge:R:1 method="wB97M-V/def2-TZVPD" charge=0 gap_ev=11.01 smiles=C#CC(C)C#C e_above_lowest_kj_mol=479.3 energy_ev=-6314.232 mol_weight_g_mol=78.1
C -1.18960 -0.82973 -0.64380 -0.1 -0.2 -0.1 -0.061
C -0.37422 -0.16724 0.46862 -0.1 -0.2 0.1 -0.398
C 1.06729 -0.49457 0.38872 0.5 -0.2 0.0 -0.103
C 2.24731 -0.72071 0.30610 -0.6 0.1 0.0 0.134
C -0.45389 1.27941 0.36228 -0.1 0.2 0.1 -0.108
C -0.34023 2.47801 0.19462 0.5 -1.0 0.0 0.054
H -0.80275 -0.53059 -1.62248 0.0 -0.1 0.2 0.092
H -1.13687 -1.91432 -0.54715 -0.1 0.0 -0.1 0.082
H -2.22938 -0.50031 -0.56830 0.1 -0.1 0.0 0.085
H -0.74424 -0.46026 1.45517 0.0 -0.2 -0.1 0.146
H 3.29663 -0.91726 0.23961 -0.3 0.0 0.0 0.032
H 0.65993 2.77757 -0.03338 0.2 1.6 -0.2 0.046



23
Properties=species:S:1:pos:R:3:forces:R:3:lowdin_charge:R:1 method="wB97M-V/def2-TZVPD" charge=0 gap_ev="8.58 / 8.55" multiplicity=5 energy_ev=-143966.163 mol_weight_g_mol=380.0
Fe -0.59410 1.07906 1.24364 -0.5 -0.3 -2.2 0.323
N -3.23360 -1.27807 0.57799 0.1 0.0 0.1 0.124
C -2.06293 -1.57701 -0.01498 0.0 -0.4 -0.2 -0.661
N -0.98572 -0.84829 0.08222 0.1 0.7 0.3 0.024
C 0.06652 -1.37410 -0.63948 -0.2 -0.3 -0.1 -0.329
C -0.20022 -2.53793 -1.27348 0.0 0.0 0.0 -0.346
S -1.83406 -3.01737 -0.97763 0.0 0.3 0.1 1.058
C 1.30649 -0.60991 -0.64640 0.4 0.0 -0.1 -0.327
C 2.47649 -0.92561 -1.24627 0.0 0.0 0.0 -0.345
S 3.65097 0.30913 -0.95303 -0.2 0.1 0.1 1.058
C 2.46195 1.18612 -0.02552 0.3 -0.1 -0.1 -0.671
N 1.30600 0.59151 0.03468 -0.6 0.2 0.4 0.023
N 2.73525 2.35339 0.58592 -0.1 -0.1 0.0 0.125
H -3.35730 -0.31357 0.85753 -0.1 0.1 0.0 0.069
H -4.05333 -1.79703 0.32528 0.0 0.0 0.0 0.100
H 0.43879 -3.13839 -1.89827 0.0 0.0 0.0 0.075
H 2.73048 -1.79169 -1.83315 0.0 0.0 0.0 0.075
H 3.61332 2.81708 0.46123 0.0 0.0 0.0 0.100
H 1.98670 2.82402 1.06634 0.0 0.0 0.0 0.099
O -2.73377 1.57267 0.69302 0.2 -0.2 0.3 -0.219
N -2.44761 2.62069 0.07493 -0.1 0.1 -0.1 -0.208
O -1.22782 2.86742 0.08872 0.4 -0.2 0.2 -0.187
Br -0.04249 0.98789 3.41672 0.4 0.0 1.3 0.038



16
Properties=species:S:1:pos:R:3:forces:R:3:lowdin_charge:R:1 method="wB97M-V/def2-TZVPD" charge=0 gap_ev=9.80 smiles=CCn1ncc(Br)c1C#N e_above_lowest_kj_mol=75.8 energy_ev=-80830.062 mol_weight_g_mol=200.0
C 2.34504 -2.03781 -0.43373 -0.5 2.8 0.2 -0.193
C 2.53394 1.51713 0.13292 0.8 1.7 1.7 -0.162
C 2.22078 -0.66180 -0.26580 0.2 2.6 1.1 -0.233
C 3.21060 0.28818 0.06897 -0.1 -0.2 -1.5 -0.642
C -1.40743 0.46733 0.11407 1.9 1.5 0.2 -0.097
C -0.25813 -0.32766 -0.63640 -2.5 2.5 -2.4 -0.181
N 2.47408 -3.15084 -0.45787 0.4 -3.9 -0.3 0.190
N 1.21928 1.30926 0.10701 0.8 1.2 -0.7 0.076
N 1.03328 0.04656 -0.17212 1.1 -1.0 0.3 -0.157
Br 5.09136 0.08962 0.01731 -0.7 -0.1 0.1 0.740
H 2.99000 2.57731 0.34839 -1.1 -2.5 -0.5 0.150
H -1.30336 0.31505 1.20837 0.3 0.4 -0.5 0.071
H -2.39842 0.08110 -0.07500 -0.1 0.0 -0.8 0.053
H -1.25545 1.61289 -0.15472 -0.7 -2.5 0.8 0.104
H -0.31239 0.11230 -1.79153 0.0 -1.8 2.7 0.178
H -0.42508 -1.37864 -0.51868 0.2 -0.6 -0.4 0.103



16
Properties=species:S:1:pos:R:3:forces:R:3:lowdin_charge:R:1 method="wB97M-V/def2-TZVPD" charge=0 gap_ev=10.89 smiles=N#C[C@@H](Br)CN1C[C@H]1C#N e_above_lowest_kj_mol=216.9 energy_ev=-80828.600 mol_weight_g_mol=200.0
C 0.04354 2.44244 -1.38230 -0.2 -1.3 1.3 -0.184
C 3.06230 -1.20182 -0.11703 -1.6 0.1 0.0 -0.309
C -0.54451 1.16591 0.78299 -0.4 -0.1 0.7 -0.081
C -0.47064 1.23805 -0.72963 1.0 -0.6 -0.4 -0.218
C 0.55242 -0.96670 0.19484 2.3 -2.8 -0.4 -0.258
C 1.73058 -1.40816 -0.78564 2.1 0.6 -0.3 -0.695
N 0.34599 3.45846 -1.79377 0.4 1.1 -0.7 0.157
N 3.93091 -1.03421 0.61202 0.4 0.0 -0.1 0.156
N 0.47284 0.42207 0.08933 -0.1 2.5 0.2 -0.123
Br 1.63116 -3.28779 -1.19740 -0.2 -0.6 0.0 0.725
H -0.12901 2.01424 1.50621 -1.4 -1.8 -1.8 0.168
H -1.40822 0.47919 1.03879 0.9 1.4 0.5 0.129
H -1.12974 0.73791 -1.46256 -0.2 -0.1 1.2 0.151
H -0.21172 -1.62460 -0.22674 -1.0 0.5 0.5 0.080
H 0.87658 -1.35548 1.29336 -1.0 1.2 -2.6 0.189
H 1.83951 -0.96088 -1.83625 -0.9 -0.1 1.8 0.113